DFT (ωB97M-V/def2-TZVPD) results for a molecular structure, C35H58ClN15O5PSSc at a distorted geometry.

relative energy (zero: lowest compared OMol25 entry of this formula, charge and spin): 561.0 kJ/mol
HOMO (alpha / beta): -0.387 / -0.395 Eh
orbital gap (alpha / beta): 4.246 / 4.531 eV
net charge: +2

Last column: Löwdin charge in e.
Geometry (Å):
Sc  16.29352  12.75836  9.17093  1.037
N  20.92378  14.19860  9.43759  0.161
C  19.92368  13.34125  9.18976  -0.436
S  18.74394  10.90566  10.10449  1.011
N  19.21492  13.41896  8.05245  -0.027
N  18.05497  12.66978  7.96128  -0.135
C  17.91022  11.96120  6.86316  -0.040
C  16.91332  10.92350  6.83245  -0.268
C  17.09167  9.82358  5.93869  0.043
C  16.30094  8.66281  6.12710  0.006
C  15.39280  8.67933  7.18592  -0.050
C  15.31082  9.72798  8.02919  -0.073
N  16.07286  10.89388  7.87975  0.014
H  21.55277  13.92813  10.16217  0.100
H  21.29647  14.62500  8.58116  0.118
H  18.58712  12.12612  6.03280  0.145
H  17.82627  9.88311  5.12514  0.132
H  16.33348  7.87321  5.36595  0.133
H  14.56436  7.91211  7.27340  0.150
H  14.61888  9.73364  8.85562  0.111
C  17.08438  11.85354  13.70775  0.002
C  17.38221  11.60907  12.20013  -0.379
N  16.66778  12.26699  11.27741  -0.169
O  15.80158  13.35071  11.80124  -0.107
C  18.37760  10.69750  11.79065  -0.561
C  18.93051  9.64226  12.73818  -0.100
N  19.69371  12.45126  10.22692  -0.439
O  20.29483  12.82257  11.28042  -0.165
H  17.86738  11.45216  14.35010  0.075
H  16.12201  11.36598  13.93007  0.089
H  17.03178  12.94430  13.97536  0.098
H  15.04083  12.89632  12.05276  0.031
H  18.12732  9.22038  13.38242  0.072
H  19.57584  10.19800  13.47881  0.093
H  19.56322  8.92085  12.18869  0.080
N  14.42326  17.22282  9.99655  0.147
C  15.92657  17.10846  10.35242  -0.128
P  16.64885  16.34068  8.82530  0.534
O  15.91462  17.01667  7.66268  -0.352
O  16.43123  14.86000  9.22437  -0.419
C  18.42915  16.64936  8.48037  -0.220
N  18.91693  15.84980  7.33758  0.024
H  13.99582  18.13716  10.18941  0.110
H  13.74332  16.50192  10.37861  0.190
H  14.36084  17.16340  8.96649  0.104
H  16.25790  16.49705  11.16601  0.094
H  16.23543  18.14091  10.55494  0.116
H  19.09705  16.28532  9.29000  0.111
H  18.50545  17.71933  8.20566  0.117
H  19.04111  14.68993  7.69952  0.050
H  19.87864  16.08451  6.99722  0.158
H  18.28191  15.81049  6.44925  0.187
C  13.67517  4.86952  14.41528  -0.162
N  14.21163  6.18786  13.92276  -0.075
C  15.06367  6.64279  15.07826  -0.148
N  16.11322  5.62680  15.49715  -0.096
C  15.46157  4.36277  15.87741  -0.172
N  14.69295  3.82173  14.73123  -0.088
C  15.60818  3.74043  13.57218  -0.186
N  16.18766  5.00790  13.14846  -0.103
C  15.13163  5.97092  12.83475  -0.212
C  16.97727  5.44138  14.30553  -0.179
H  12.96038  4.34213  13.68040  0.145
H  13.12039  5.07724  15.31071  0.105
H  14.42996  6.79377  15.94785  0.114
H  15.62210  7.55816  14.89724  0.108
H  14.88541  4.49158  16.77256  0.117
H  16.33087  3.67208  16.02322  0.132
H  15.00954  3.37295  12.74803  0.119
H  16.43623  3.07977  13.86658  0.129
H  14.60173  5.55683  12.00602  0.111
H  15.69923  6.84570  12.58254  0.109
H  17.43330  6.39220  14.07083  0.104
H  17.76544  4.72002  14.58181  0.131
C  10.53029  9.94866  10.52214  -0.036
C  9.71310  10.69976  9.46355  -0.509
C  8.32932  10.04283  9.45492  -0.032
C  10.39533  10.45929  8.06511  -0.018
C  9.57000  12.21635  9.72468  -0.379
O  8.77147  12.34451  11.00544  -0.055
C  8.84531  12.99664  8.63169  -0.123
C  8.01729  14.24272  9.03458  -0.111
C  8.70172  15.62753  8.94565  -0.197
C  8.54668  16.53058  10.03677  -0.004
C  9.29042  17.73471  10.02503  -0.098
C  10.21836  18.08727  9.04844  -0.661
Cl  11.57235  19.12160  9.34339  0.684
C  10.29400  17.19891  7.95115  -0.113
C  9.57852  16.00406  7.94334  -0.070
C  10.83197  13.00132  10.24554  0.016
N  12.11915  13.13565  9.44540  -0.048
C  13.26584  12.49116  9.59908  -0.114
N  14.18228  13.02254  8.75172  -0.036
C  13.50215  13.94717  8.03031  -0.169
N  12.23197  14.01818  8.37971  0.156
H  10.37163  8.91695  10.32805  0.077
H  10.09779  10.03419  11.53391  0.106
H  11.59180  10.17220  10.55800  0.062
H  8.42436  8.99443  9.21184  0.098
H  7.73177  10.57642  8.73822  0.075
H  7.81608  10.03463  10.44006  0.107
H  10.38681  9.41979  7.88550  0.066
H  11.45463  10.75638  7.95548  0.074
H  9.81426  10.94800  7.24657  0.097
H  7.91220  11.86596  10.90489  0.107
H  8.10869  12.22999  8.22798  0.116
H  9.50527  13.22788  7.70194  0.139
H  7.62404  14.09049  10.02056  0.098
H  7.15953  14.25611  8.36717  0.124
H  7.76849  16.40368  10.79770  0.126
H  9.19893  18.38889  10.87021  0.101
H  10.85731  17.48263  7.06426  0.108
H  9.75794  15.41665  7.05500  0.108
H  11.08992  12.65374  11.24596  0.138
H  10.59003  14.05664  10.27225  0.123
H  13.36431  11.66890  10.32137  0.150
H  13.86478  14.53545  7.16993  0.145

Forces on atoms 1 to 6 (eV/Å):
Sc 1.51 -0.27 3.28
N -0.04 2.03 -2.17
C -1.68 -3.89 3.31
S 0.33 -0.66 0.55
N -0.41 0.70 -1.99
N 0.96 -0.96 -1.53